[1]
DFT (the ωB97M-V functional and the def2-TZVPD basis) results for a molecular structure, C10H19CuNO14 in a non-equilibrium geometry.

```
45
Properties=species:S:1:pos:R:3
Cu -0.57 0.44 -0.70
O -3.29 0.88 3.02
C -2.58 1.48 2.04
O -2.82 2.68 1.86
O -1.73 0.94 1.33
H -3.88 1.63 3.13
O 1.18 4.32 -1.50
C 0.26 3.78 -0.69
O 0.18 2.56 -0.49
O -0.56 4.46 -0.13
H 0.78 5.17 -1.31
O -0.27 -1.41 -4.28
C 0.12 -0.18 -3.98
O 0.28 0.14 -2.78
O 0.19 0.56 -4.93
H -0.32 -1.34 -5.24
O -4.54 1.66 -2.34
C -3.41 1.98 -1.64
O -3.13 3.08 -1.26
O -2.58 1.05 -1.50
H -4.14 0.82 -2.57
C 4.24 -2.25 2.15
O 3.50 -1.33 1.40
C 3.10 -0.19 2.15
C 2.03 0.49 1.29
N 1.21 -0.50 0.52
C 0.61 -1.52 1.39
C -0.26 -2.33 0.42
O -1.22 -1.55 -0.26
C -2.00 -2.33 -1.13
H 3.71 -2.76 2.96
H 5.03 -1.64 2.57
H 4.48 -3.13 1.55
H 3.90 0.51 2.42
H 2.67 -0.50 3.10
H 2.39 1.26 0.61
H 1.50 1.15 1.98
H 2.08 -0.99 0.32
H -0.10 -1.17 2.14
H 1.37 -2.18 1.81
H -0.91 -2.97 1.02
H 0.29 -2.94 -0.31
H -2.68 -1.80 -1.80
H -2.57 -3.02 -0.50
H -1.55 -3.00 -1.85
```

Computed properties:
- DFT total energy (eV) = -85466.8451
- 2S+1 = 3
- net charge = -3
- HOMO energy (alpha / beta) (Eh) = 0.149 / 0.012
- <S²> = 2.002
- HOMO-LUMO gap (alpha / beta) (eV) = 2.466 / 6.064

---

[2]
DFT (the ωB97M-V functional and the def2-TZVPD basis) results for C5H9NO in the gas phase.

```
16
Properties=species:S:1:pos:R:3
C -1.48 0.28 1.26
C -1.60 0.20 -0.26
N -0.70 0.82 -1.20
C 0.55 0.68 -1.21
C 1.53 0.20 -0.17
C 1.80 -1.29 -0.19
O 1.02 -2.11 -0.62
H -1.21 1.29 1.60
H -2.47 0.06 1.66
H -0.78 -0.44 1.70
H -1.63 -0.86 -0.57
H -2.55 0.63 -0.56
H 1.02 0.95 -2.16
H 1.24 0.47 0.85
H 2.48 0.71 -0.36
H 2.78 -1.59 0.22
```

Computed properties:
- SMILES string = CC/N=C\CC=O
- DFT total energy (eV) = -8867.0464
- ΔE to the lowest compared entry with this formula, charge and spin (kJ/mol) = 209.01
- HOMO energy (Eh) = -0.338
- HOMO-LUMO gap (eV) = 9.948

---

[3]
DFT (the ωB97M-V functional and the def2-TZVPD basis) results for 2 unconnected molecules or ions with the total composition C8H16 in a non-equilibrium geometry.

```
24
Properties=species:S:1:pos:R:3
C -0.21 1.66 -2.52
C -0.86 2.57 -1.53
C -0.39 3.67 -1.01
C -1.09 4.42 0.11
H 0.51 0.95 -2.07
H 0.32 2.31 -3.23
H -0.97 1.08 -3.07
H -1.80 2.24 -1.06
H 0.59 3.90 -1.45
H -1.86 3.78 0.57
H -1.56 5.39 -0.15
H -0.29 4.60 0.85
C 0.79 -2.77 -0.77
C 1.02 -2.78 0.73
C 0.23 -3.29 1.71
C 0.53 -3.36 3.17
H -0.05 -3.46 -0.94
H 1.63 -3.07 -1.42
H 0.47 -1.75 -1.06
H 1.95 -2.31 1.09
H -0.71 -3.76 1.40
H -0.23 -2.73 3.66
H 1.52 -2.92 3.37
H 0.49 -4.36 3.62
```

Computed properties:
- SMILES string = C/C=C/C.C/C=C/C
- DFT total energy (eV) = -8553.8145
- ΔE to the lowest compared entry with this formula, charge and spin (kJ/mol) = 125.10
- HOMO energy (Eh) = -0.331
- HOMO-LUMO gap (eV) = 10.054

---

[4]
DFT (the ωB97M-V functional and the def2-TZVPD basis) results for 10 unconnected molecules or ions with the total composition C37H100Cl3N9O9 in a non-equilibrium geometry.

```
158
Properties=species:S:1:pos:R:3
C 10.83 -19.30 25.52
O 9.49 -19.08 25.46
C 8.96 -19.02 24.17
C 8.71 -20.43 23.53
C 8.22 -20.31 22.11
N 7.71 -21.23 24.33
H 11.45 -18.46 25.12
H 11.04 -20.23 25.01
H 11.13 -19.57 26.57
H 8.07 -18.35 24.13
H 9.63 -18.44 23.52
H 9.62 -21.01 23.47
H 8.17 -21.38 21.78
H 8.67 -19.67 21.34
H 7.17 -19.96 22.22
H 6.80 -20.77 24.25
H 7.99 -21.19 25.28
C 6.99 -15.71 16.95
O 6.21 -14.51 16.58
C 5.86 -13.68 17.65
C 4.81 -12.73 17.14
C 5.09 -11.34 17.72
N 3.42 -13.27 17.29
H 8.08 -15.49 16.93
H 6.89 -16.40 16.14
H 6.65 -16.13 17.92
H 5.58 -14.29 18.56
H 6.75 -13.06 17.87
H 4.93 -12.58 16.07
H 4.99 -11.36 18.78
H 4.49 -10.57 17.27
H 6.15 -11.06 17.44
H 3.27 -13.78 18.18
H 3.33 -13.99 16.63
C -1.81 -11.31 19.37
O -0.71 -10.49 19.15
C -0.22 -10.66 17.82
C 1.09 -10.01 17.63
C 1.64 -10.03 16.20
N 2.19 -10.45 18.55
H -2.17 -11.14 20.40
H -1.58 -12.35 19.25
H -2.74 -11.12 18.75
H -0.10 -11.76 17.55
H -0.98 -10.23 17.20
H 0.87 -8.98 17.95
H 1.02 -9.46 15.48
H 1.67 -11.13 15.86
H 2.71 -9.67 16.12
H 2.36 -11.43 18.42
H 1.78 -10.37 19.43
C 1.22 -14.15 27.23
O 1.42 -14.68 25.91
C 2.10 -15.90 25.86
C 2.05 -16.39 24.49
C 0.64 -16.92 24.07
N 2.98 -17.51 24.32
H 0.65 -13.27 26.93
H 2.18 -13.95 27.75
H 0.54 -14.85 27.78
H 3.14 -15.73 26.19
H 1.75 -16.67 26.51
H 2.25 -15.49 23.88
H 0.53 -17.85 24.66
H 0.58 -17.16 23.03
H -0.09 -16.16 24.38
H 3.93 -17.20 24.14
H 2.63 -17.93 23.49
C 0.14 -8.57 24.38
O -0.23 -9.44 23.36
C -0.12 -10.81 23.74
C -0.16 -11.73 22.58
C -0.11 -13.11 23.21
N 1.04 -11.65 21.70
H 0.19 -7.55 24.06
H 1.11 -8.87 24.80
H -0.59 -8.65 25.21
H 0.82 -10.87 24.25
H -0.95 -11.05 24.44
H -1.05 -11.61 21.99
H 0.71 -13.24 23.90
H -0.04 -13.74 22.30
H -0.95 -13.34 23.82
H 1.00 -10.76 21.19
H 1.89 -11.60 22.25
C 7.53 -10.46 22.43
O 6.99 -11.41 23.42
C 5.80 -12.05 22.95
C 4.72 -12.15 24.02
C 5.25 -12.51 25.46
N 3.70 -13.03 23.59
H 8.31 -9.87 22.92
H 6.76 -9.84 22.02
H 7.99 -10.96 21.59
H 5.41 -11.46 22.12
H 6.00 -13.11 22.69
H 4.33 -11.14 24.05
H 4.44 -12.68 26.14
H 5.86 -11.72 25.90
H 5.73 -13.51 25.45
H 3.96 -14.03 23.53
H 2.90 -13.04 24.25
C 1.07 -19.73 20.26
O 2.32 -19.71 20.98
C 2.83 -21.01 21.32
C 4.24 -20.96 21.83
C 4.67 -22.41 22.08
N 4.41 -20.11 23.02
H 0.49 -20.58 20.56
H 1.37 -19.86 19.20
H 0.52 -18.77 20.42
H 2.21 -21.47 22.09
H 2.81 -21.65 20.46
H 4.84 -20.44 21.06
H 4.21 -23.12 21.39
H 4.33 -22.72 23.13
H 5.71 -22.45 22.02
H 4.01 -19.25 22.78
H 3.84 -20.50 23.78
C 5.77 -16.75 21.91
O 4.55 -16.02 21.90
C 3.68 -16.32 20.81
C 2.57 -15.29 20.72
C 1.51 -15.60 19.63
N 3.19 -13.96 20.44
H 5.57 -17.78 21.46
H 6.15 -16.82 22.93
H 6.45 -16.24 21.19
H 4.20 -16.22 19.89
H 3.20 -17.32 20.91
H 2.08 -15.26 21.70
H 1.93 -15.42 18.66
H 0.59 -14.95 19.67
H 1.10 -16.59 19.73
H 2.48 -13.24 20.42
H 3.68 -13.77 21.31
C 11.94 -16.58 21.22
O 11.74 -15.24 21.69
C 10.89 -15.23 22.84
C 9.35 -15.08 22.56
C 9.05 -14.41 21.19
N 8.76 -14.45 23.65
H 10.96 -17.12 21.30
H 12.72 -17.04 21.88
H 12.21 -16.52 20.20
H 11.10 -16.07 23.49
H 11.33 -14.37 23.37
H 9.03 -16.13 22.51
H 7.99 -14.38 21.10
H 9.60 -14.90 20.36
H 9.38 -13.34 21.22
H 7.74 -14.58 23.69
H 8.95 -13.49 23.66
Cl 2.43 -17.36 14.40
C 1.21 -16.55 13.53
Cl -0.21 -17.57 13.22
Cl 1.65 -15.77 12.02
H 0.76 -15.80 14.19
```

Computed properties:
- SMILES string = COC[C@H](C)N.COC[C@H](C)N.COC[C@H](C)N.COC[C@H](C)N.COC[C@H](C)N.COC[C@H](C)N.COC[C@H](C)N.COC[C@H](C)N.COC[C@H](C)N.ClC(Cl)Cl
- DFT total energy (eV) = -109389.5439
- HOMO energy (Eh) = -0.326
- HOMO-LUMO gap (eV) = 9.157